(1)
# C25H52FIN5O11P2S

3 unconnected molecules or ions with the total composition C25H52FIN5O11P2S at a distorted geometry (the ωB97M-V functional and the def2-TZVPD basis, the OMol25 dataset).

Results
total charge = +1
E = -3563.55343 Ha
HOMO-LUMO gap = 8.27 eV
largest force on an atom = 5.95 eV/Å
HOMO energy = -11.552 eV

Atoms and positions in Å:
C (4.065, -6.065, 0.296)
C (4.030, -6.697, -1.108)
S (4.059, -5.478, -2.458)
C (2.350, -5.317, -3.024)
C (1.494, -4.593, -2.045)
N (1.247, -4.913, -0.785)
C (0.444, -3.966, -0.260)
N (0.014, -3.930, 0.982)
C (-0.835, -2.916, 1.615)
C (-0.061, -1.752, 2.292)
C (-0.377, -0.366, 1.686)
I (-0.290, 1.157, 3.200)
C (0.427, -5.050, 1.855)
C (-0.222, -6.384, 1.486)
C (0.045, -7.368, 2.629)
O (-1.609, -6.255, 1.223)
N (0.196, -3.026, -1.240)
C (-0.527, -1.790, -1.363)
O (0.091, -0.779, -1.494)
N (-1.908, -1.819, -1.363)
C (-2.470, -3.053, -1.832)
O (-2.212, -3.590, -2.845)
F (-3.347, -3.541, -0.987)
N (0.859, -3.461, -2.352)
H (3.091, -6.150, 0.765)
H (4.822, -6.536, 0.918)
H (4.327, -5.010, 0.245)
H (3.149, -7.329, -1.178)
H (4.943, -7.268, -1.245)
H (1.878, -6.270, -3.262)
H (2.353, -4.733, -3.942)
H (-1.628, -2.555, 0.965)
H (-1.339, -3.437, 2.422)
H (-0.354, -1.699, 3.338)
H (1.010, -1.945, 2.266)
H (-1.332, -0.346, 1.174)
H (0.442, -0.110, 1.024)
H (1.499, -5.162, 1.706)
H (0.245, -4.806, 2.896)
H (0.294, -6.794, 0.618)
H (1.051, -7.769, 2.531)
H (-0.688, -8.169, 2.632)
H (-0.053, -6.863, 3.590)
H (-1.771, -6.484, 0.305)
H (-2.278, -1.040, -1.903)
H (0.895, -2.985, -3.241)
O (-3.531, 2.901, 0.754)
P (-4.695, 3.681, 0.286)
O (-5.238, 4.577, 1.505)
C (-4.430, 5.650, 2.008)
C (-4.472, 6.872, 1.110)
O (-5.900, 2.576, 0.253)
C (-5.626, 1.182, 0.297)
C (-5.777, 0.641, 1.705)
O (-5.334, 4.542, -0.918)
C (-4.872, 4.320, -2.273)
C (-5.351, 2.996, -2.837)
H (-3.401, 5.305, 2.149)
H (-4.831, 5.898, 2.989)
H (-3.990, 6.675, 0.151)
H (-3.959, 7.711, 1.582)
H (-5.502, 7.157, 0.900)
H (-4.631, 0.966, -0.100)
H (-6.349, 0.697, -0.364)
H (-5.184, 1.218, 2.414)
H (-5.464, -0.405, 1.754)
H (-6.816, 0.706, 2.026)
H (-3.782, 4.384, -2.306)
H (-5.267, 5.142, -2.866)
H (-4.839, 2.156, -2.360)
H (-5.147, 2.946, -3.907)
H (-6.419, 2.868, -2.668)
O (4.764, 2.591, 0.695)
P (3.993, 3.486, -0.190)
O (3.507, 2.627, -1.473)
C (2.564, 1.577, -1.281)
C (1.146, 2.090, -1.105)
O (5.129, 4.407, -0.900)
C (6.458, 4.486, -0.379)
C (7.390, 3.557, -1.126)
O (2.873, 4.642, -0.289)
C (2.662, 5.518, 0.849)
C (3.801, 6.499, 1.044)
H (2.864, 0.963, -0.423)
H (2.620, 0.949, -2.171)
H (1.044, 2.645, -0.169)
H (0.441, 1.266, -1.083)
H (0.882, 2.773, -1.912)
H (6.470, 4.278, 0.691)
H (6.784, 5.520, -0.509)
H (6.998, 2.541, -1.150)
H (8.376, 3.542, -0.660)
H (7.501, 3.884, -2.161)
H (2.507, 4.919, 1.749)
H (1.736, 6.054, 0.649)
H (4.699, 5.995, 1.404)
H (3.525, 7.254, 1.781)
H (4.053, 6.989, 0.105)

***

(2)
# C25H52NO6S2Tb

A molecular structure, C25H52NO6S2Tb at a distorted geometry (the ωB97M-V functional and the def2-TZVPD basis, the OMol25 dataset).

Results
total charge = +2
E = -3109.75056 Ha
spin multiplicity = 7
HOMO-LUMO gap (spin up / spin down) = 2.21 / 3.77 eV
largest force on an atom = 5.54 eV/Å
HOMO energy (spin up / spin down) = -12.122 / -12.121 eV

Atoms and positions in Å:
C (5.004, -3.909, -2.010)
C (4.352, -5.351, -1.901)
C (4.086, -5.748, -0.395)
C (3.405, -4.576, 0.427)
C (4.502, -3.902, 1.362)
C (4.147, -2.431, 1.773)
C (4.396, -1.367, 0.649)
C (3.771, 0.057, 0.978)
C (4.515, 1.106, 0.050)
C (5.745, 1.712, 0.824)
C (5.504, 3.178, 1.447)
C (4.000, 3.603, 1.611)
C (3.506, 4.439, 0.348)
C (1.908, 4.338, 0.278)
C (1.403, 3.875, -1.158)
C (0.166, 4.745, -1.662)
C (-1.076, 3.841, -2.050)
C (-2.393, 4.499, -1.473)
C (-3.455, 3.413, -1.001)
C (-4.724, 4.232, -0.528)
S (-6.217, 3.176, -0.306)
O (-6.632, 2.587, -1.613)
O (-7.279, 4.092, 0.217)
N (-5.969, 1.982, 0.889)
S (-7.452, 1.327, 1.461)
O (-7.726, 1.998, 2.767)
O (-8.569, 1.387, 0.500)
C (-7.175, -0.477, 1.821)
O (-7.217, -1.223, 0.609)
C (-7.395, -2.593, 1.041)
C (-7.065, -3.611, -0.100)
O (-5.672, -3.628, -0.422)
C (-5.186, -4.966, -0.564)
C (-3.998, -5.028, -1.604)
H (5.620, -3.897, -2.950)
H (5.720, -3.717, -1.175)
H (4.251, -3.094, -2.133)
H (5.041, -6.091, -2.379)
H (3.411, -5.321, -2.503)
H (5.043, -6.053, 0.098)
H (3.399, -6.634, -0.397)
H (2.941, -3.797, -0.220)
H (2.652, -5.051, 1.106)
H (5.539, -4.019, 0.957)
H (4.492, -4.505, 2.311)
H (4.748, -2.114, 2.670)
H (3.073, -2.389, 2.075)
H (4.063, -1.740, -0.353)
H (5.507, -1.187, 0.563)
H (2.676, -0.006, 0.794)
H (3.977, 0.245, 2.067)
H (3.844, 1.855, -0.423)
H (4.946, 0.504, -0.794)
H (6.028, 0.997, 1.672)
H (6.592, 1.800, 0.092)
H (6.129, 3.931, 0.894)
H (5.951, 3.157, 2.529)
H (3.918, 4.321, 2.473)
H (3.334, 2.746, 1.850)
H (3.886, 4.014, -0.612)
H (3.817, 5.511, 0.432)
H (1.497, 5.326, 0.585)
H (1.557, 3.567, 1.008)
H (1.044, 2.823, -1.038)
H (2.219, 3.886, -1.923)
H (0.507, 5.351, -2.537)
H (-0.084, 5.449, -0.828)
H (-0.984, 2.786, -1.697)
H (-1.158, 3.886, -3.163)
H (-2.176, 5.142, -0.586)
H (-2.889, 5.089, -2.287)
H (-3.701, 2.751, -1.864)
H (-3.042, 2.856, -0.125)
H (-5.001, 4.940, -1.349)
H (-4.444, 4.774, 0.407)
H (-8.024, -0.795, 2.480)
H (-6.182, -0.572, 2.326)
H (-6.780, -2.819, 1.946)
H (-8.486, -2.701, 1.301)
H (-7.370, -4.620, 0.292)
H (-7.675, -3.430, -1.021)
H (-5.964, -5.690, -0.909)
H (-4.778, -5.284, 0.428)
H (-4.306, -5.670, -2.469)
H (-3.686, -4.009, -1.922)
H (-3.126, -5.552, -1.141)
Tb (7.223, 2.270, 3.172)

***

(3)
# C25H53HgN4O9

A molecular structure, C25H53HgN4O9 at a distorted geometry (the ωB97M-V functional and the def2-TZVPD basis, the OMol25 dataset).

Results
total charge = -1
E = -2033.78937 Ha
HOMO-LUMO gap = 6.25 eV
largest force on an atom = 5.64 eV/Å
HOMO energy = -3.849 eV
ΔE to the lowest compared entry with this formula, charge and spin = 2.979 eV

Atoms and positions in Å:
Hg (0.437, -0.207, -0.181)
C (-0.510, -4.662, -1.399)
C (0.494, -3.586, -1.764)
C (0.466, -3.381, -3.323)
O (0.453, -2.396, -1.047)
H (-0.458, -4.924, -0.343)
H (-0.333, -5.548, -2.009)
H (-1.500, -4.275, -1.644)
H (1.487, -4.006, -1.606)
H (0.624, -4.351, -3.794)
H (1.211, -2.650, -3.636)
H (-0.504, -2.968, -3.599)
C (-0.890, 3.715, 1.635)
C (-1.120, 4.577, 2.776)
C (-0.203, 4.253, 4.070)
O (-0.450, 5.011, 5.033)
C (0.844, 3.256, 3.937)
C (0.969, 2.559, 2.845)
C (0.098, 2.836, 1.564)
O (0.372, 2.187, 0.467)
O (1.844, 1.606, 2.911)
O (-1.975, 5.531, 2.835)
H (-1.361, 4.043, 0.720)
H (1.546, 3.039, 4.728)
C (0.636, -2.599, 3.691)
C (-0.176, -1.654, 2.751)
C (-1.044, -0.671, 3.529)
O (-1.856, 0.075, 2.540)
C (-2.661, 1.100, 3.144)
N (0.925, -1.008, 2.082)
H (0.900, -3.535, 3.199)
H (0.072, -2.977, 4.543)
H (1.549, -2.132, 4.061)
H (-0.630, -2.352, 2.047)
H (-0.462, 0.010, 4.151)
H (-1.638, -1.403, 4.075)
H (-3.508, 0.571, 3.580)
H (-2.973, 1.774, 2.346)
H (-2.224, 1.612, 4.001)
H (1.220, -0.358, 2.796)
H (1.732, -1.615, 2.076)
C (-2.977, -0.489, -2.206)
C (-2.790, 0.543, -1.019)
C (-4.121, 1.062, -0.420)
O (-4.818, 0.136, 0.307)
C (-6.236, 0.437, 0.489)
N (-1.996, -0.155, -0.029)
H (-2.105, -1.123, -2.369)
H (-3.173, -0.052, -3.185)
H (-3.703, -1.264, -1.958)
H (-2.057, 1.326, -1.214)
H (-4.759, 1.387, -1.241)
H (-3.969, 1.971, 0.161)
H (-6.836, 0.152, -0.375)
H (-6.322, 1.517, 0.614)
H (-6.811, 0.026, 1.320)
H (-2.067, 0.322, 0.858)
H (-2.588, -0.956, 0.143)
C (3.887, -0.938, -1.408)
C (3.512, -0.919, 0.121)
C (4.721, -0.755, 1.069)
O (4.118, -0.834, 2.381)
C (4.938, -0.413, 3.528)
N (2.720, 0.283, 0.230)
H (4.435, -0.008, -1.560)
H (3.088, -0.896, -2.149)
H (4.533, -1.804, -1.550)
H (2.970, -1.814, 0.427)
H (5.406, 0.052, 0.809)
H (5.354, -1.635, 0.950)
H (5.963, -0.766, 3.410)
H (4.345, -0.808, 4.352)
H (4.931, 0.672, 3.429)
H (2.629, 0.450, 1.222)
H (3.215, 1.135, 0.010)
C (1.822, 2.205, -2.874)
C (0.634, 1.369, -3.316)
C (0.756, 1.033, -4.817)
O (-0.254, 0.252, -5.477)
C (-1.508, 0.877, -5.543)
N (0.319, 0.158, -2.546)
H (1.816, 3.171, -3.380)
H (2.769, 1.753, -3.169)
H (1.904, 2.336, -1.795)
H (-0.235, 2.024, -3.367)
H (1.656, 0.428, -4.930)
H (0.928, 1.976, -5.336)
H (-2.294, 0.129, -5.647)
H (-1.668, 1.396, -6.488)
H (-1.711, 1.322, -4.569)
H (-0.607, -0.104, -2.854)
H (0.836, -0.663, -2.825)

***

(4)
# C25H54N4O19

9 unconnected molecules or ions with the total composition C25H54N4O19 at a distorted geometry (the ωB97M-V functional and the def2-TZVPD basis, the OMol25 dataset).

Results
total charge = 0
E = -2633.52626 Ha
HOMO-LUMO gap = 9.30 eV
largest force on an atom = 6.02 eV/Å
HOMO energy = -9.289 eV

Atoms and positions in Å:
C (0.712, -9.713, 4.809)
O (0.293, -8.922, 3.769)
C (0.261, -7.582, 3.972)
O (0.599, -7.005, 4.984)
O (-0.081, -6.973, 2.842)
C (-0.127, -5.529, 2.915)
H (0.071, -10.592, 4.735)
H (0.564, -9.391, 5.839)
H (1.734, -10.034, 4.605)
H (-1.025, -5.247, 3.466)
H (-0.287, -5.214, 1.884)
H (0.716, -4.977, 3.331)
C (-0.915, 9.458, 4.761)
O (-0.490, 8.122, 4.615)
C (0.761, 7.858, 4.185)
O (1.669, 8.723, 4.243)
O (0.841, 6.549, 3.784)
C (2.122, 6.076, 3.393)
H (-0.649, 9.999, 5.669)
H (-1.994, 9.326, 4.849)
H (-0.872, 10.093, 3.876)
H (2.100, 4.994, 3.269)
H (2.873, 6.321, 4.144)
H (2.418, 6.549, 2.456)
C (-1.033, 5.797, -0.312)
O (-2.056, 6.322, 0.482)
C (-2.462, 7.606, 0.536)
O (-3.342, 8.125, 1.233)
O (-1.647, 8.354, -0.236)
C (-1.932, 9.730, -0.453)
H (-0.816, 6.307, -1.251)
H (-1.292, 4.757, -0.512)
H (-0.119, 5.769, 0.280)
H (-2.886, 9.798, -0.976)
H (-1.116, 10.308, -0.887)
H (-1.954, 10.279, 0.489)
C (-4.822, -0.821, 4.772)
O (-5.463, -0.655, 3.485)
C (-6.830, -0.647, 3.324)
O (-7.640, -0.452, 4.274)
O (-7.117, -0.579, 2.038)
C (-8.472, -0.460, 1.544)
H (-3.733, -0.785, 4.753)
H (-5.054, -1.811, 5.166)
H (-5.208, -0.025, 5.410)
H (-8.205, -0.650, 0.504)
H (-8.866, 0.556, 1.548)
H (-9.227, -1.156, 1.908)
C (4.727, -2.511, 1.443)
O (4.195, -3.744, 1.188)
C (4.769, -4.823, 1.723)
O (5.657, -4.883, 2.569)
O (4.044, -5.852, 1.325)
C (4.385, -7.193, 1.593)
H (4.873, -2.363, 2.513)
H (4.197, -1.666, 1.005)
H (5.725, -2.472, 1.007)
H (5.254, -7.442, 0.984)
H (3.578, -7.919, 1.499)
H (4.841, -7.285, 2.579)
C (-2.552, -4.275, -7.336)
C (-3.473, -4.180, -6.173)
O (-4.629, -4.511, -6.236)
N (-2.982, -3.625, -5.081)
C (-3.694, -3.454, -3.828)
H (-3.053, -3.845, -8.204)
H (-2.279, -5.327, -7.423)
H (-1.598, -3.791, -7.133)
H (-2.091, -3.149, -5.078)
H (-3.271, -2.764, -3.098)
H (-3.858, -4.410, -3.330)
H (-4.659, -3.003, -4.059)
C (2.105, -0.766, -7.067)
C (1.809, -1.408, -5.695)
O (0.782, -1.168, -5.114)
N (2.792, -2.204, -5.213)
C (2.736, -2.852, -3.953)
H (1.315, -0.130, -7.466)
H (2.399, -1.529, -7.788)
H (2.967, -0.127, -6.874)
H (3.462, -2.535, -5.892)
H (3.416, -3.696, -4.063)
H (1.726, -3.120, -3.646)
H (3.056, -2.159, -3.175)
O (-0.865, -1.228, 0.028)
C (-0.277, -0.122, -0.001)
N (0.294, 0.331, -1.071)
C (-0.276, 0.672, 1.295)
H (0.228, -0.333, -1.828)
H (1.007, 1.031, -0.920)
H (-1.227, 0.952, 1.748)
H (0.207, 1.632, 1.114)
H (0.359, 0.103, 1.975)
O (3.608, 3.409, -1.218)
C (4.514, 3.799, -1.959)
N (5.576, 4.531, -1.614)
C (4.563, 3.332, -3.413)
H (5.688, 4.800, -0.648)
H (6.164, 4.952, -2.319)
H (5.593, 3.418, -3.759)
H (3.965, 4.042, -3.984)
H (4.207, 2.302, -3.442)

***

Q: Among the records above, which one has the lowest largest force on an atom?
A: C25H52NO6S2Tb

***

Q: Among the records above, which one has the highest total charge?
A: C25H52NO6S2Tb

***

Q: Among the records above, which one has the lowest total charge?
A: C25H53HgN4O9